(1)
The following is a DFT calculation (the ωB97M-V functional and the def2-TZVPD basis) of a molecular structure, C3H9NO3 at a distorted geometry.

XYZ file:
```
16
Properties=species:S:1:pos:R:3
C -0.7629 -0.3811 -1.0355
N -0.9376 1.0209 -1.2882
C 0.0746 -1.2635 0.5512
O -0.2075 -1.0516 -2.1397
O 0.5560 -2.3127 0.2454
H 0.1698 -1.8884 -1.8189
H -1.7440 -0.7927 -0.7785
H -1.6876 1.1837 -1.9531
H -0.0866 1.4166 -1.6766
H -0.5922 -1.0302 1.3878
C 0.9498 1.0352 1.7717
O 1.2437 0.1538 0.6909
H 0.3707 0.0960 -0.1313
H 1.5685 1.9287 1.6743
H -0.1012 1.3413 1.7797
H 1.1865 0.5441 2.7207
```

E_LUMO ... 0.78 eV
Charge ... 0

Results of the Löwdin charge analysis, in e, for atoms 1 through 6:
1. C -0.39
2. N 0.05
3. C -0.26
4. O -0.03
5. O 0.06
6. H 0.08

(2)
The following is a DFT calculation (the ωB97M-V functional and the def2-TZVPD basis) of a molecular structure, C5H10O3V at a distorted geometry.

XYZ file:
```
19
Properties=species:S:1:pos:R:3
C -2.2916 1.3153 -0.8143
O -2.2429 0.5820 0.3964
C -1.4123 -0.5691 0.4339
H -1.9551 2.3265 -0.5561
H -1.6469 0.9201 -1.6122
H -3.3291 1.3259 -1.1867
H -1.3965 -1.1126 1.3889
H -1.2114 -1.0310 -0.5481
V -3.9660 -0.6705 0.7751
O 4.2200 -0.3585 -0.9826
C 3.3661 -0.2136 -0.1427
C 2.1240 -1.0797 -0.0755
O 1.2830 -0.7335 0.9940
C 0.3040 0.2180 0.7327
H 3.4485 0.5692 0.6470
H 2.4491 -2.1206 0.0759
H 1.6057 -1.0364 -1.0486
H 0.1053 0.7978 1.6409
H 0.5463 0.8706 -0.1179
```

2S+1 ... 5
E_LUMO (alpha / beta) ... -4.93 / -4.73 eV
Charge ... +1

Results of the Löwdin charge analysis, in e, for atoms 1 through 6:
1. C -0.07
2. O -0.37
3. C -0.14
4. H 0.11
5. H 0.11
6. H 0.10

(3)
The following is a DFT calculation (the ωB97M-V functional and the def2-TZVPD basis) of 6 unconnected molecules or ions with the total composition C40H88F6N2O8P2S2 at a distorted geometry.

XYZ file:
```
148
Properties=species:S:1:pos:R:3
C -15.9784 -1.4817 24.7141
C -14.9471 -1.0010 25.7424
O -15.3057 -0.6226 26.8407
N -13.4300 -1.1294 25.4403
H -13.2802 -1.1013 24.4418
H -13.0248 -0.3145 25.8782
C -13.0250 -2.4620 26.1238
H -16.9612 -1.6007 25.1704
H -15.6492 -2.3876 24.2053
H -16.0889 -0.7395 23.9235
H -13.3905 -3.3043 25.5364
H -13.4504 -2.4198 27.1264
H -11.9653 -2.6692 26.2727
C -14.6288 0.1742 18.2782
C -13.8878 1.4983 18.3065
O -14.3793 2.4826 17.7655
N -12.5739 1.3842 19.0480
H -12.6160 2.0053 19.8433
H -12.5329 0.5114 19.5546
C -11.3085 1.7641 18.2590
H -14.0129 -0.6417 17.8998
H -15.5343 0.1635 17.6715
H -14.9417 -0.0371 19.3007
H -11.6959 2.5435 17.6028
H -10.8963 0.9282 17.6939
H -10.5687 2.0822 18.9936
C -10.8921 11.6860 24.3663
C -10.3244 12.0540 22.9628
C -10.1273 10.8744 22.1256
C -9.3977 11.1773 20.7489
P -9.0289 9.6222 19.9140
C -7.8735 8.6131 20.9282
C -7.4168 7.2930 20.2824
C -6.5966 6.4425 21.2367
C -7.3758 5.8743 22.4716
C -8.2610 9.9843 18.2891
C -6.8045 10.4395 18.2407
C -6.3214 10.9635 16.8815
C -6.3886 9.9590 15.7124
C -10.6070 8.6594 19.6087
C -11.5671 9.3397 18.6512
C -12.8288 8.5148 18.3832
C -13.7687 8.2161 19.5963
H -11.7858 11.0815 24.2115
H -11.0787 12.6207 24.8951
H -10.1490 11.0785 24.8828
H -9.5104 12.7783 22.9322
H -11.1144 12.6560 22.5138
H -11.1326 10.5550 21.8511
H -9.5520 10.2070 22.7673
H -8.4748 11.7555 20.7043
H -10.1020 11.6750 20.0823
H -8.3635 8.5012 21.8955
H -7.0460 9.3220 20.9552
H -6.7956 7.4917 19.4090
H -8.3041 6.7148 20.0247
H -5.7706 7.0407 21.6215
H -6.0478 5.6770 20.6881
H -8.1616 5.2371 22.0657
H -7.8310 6.7014 23.0163
H -6.6443 5.2665 23.0041
H -8.8925 10.7475 17.8343
H -8.3751 9.0767 17.6963
H -6.1819 9.5528 18.3598
H -6.5540 11.1038 19.0678
H -5.2882 11.3093 16.9121
H -6.9992 11.7928 16.6790
H -5.8501 9.0571 16.0032
H -5.9395 10.2767 14.7714
H -7.4262 9.6860 15.5199
H -11.0093 8.5184 20.6119
H -10.2656 7.6719 19.2982
H -11.1367 9.6302 17.6929
H -11.9783 10.2222 19.1413
H -12.4069 7.6254 17.9151
H -13.5092 8.8336 17.5935
H -14.0702 9.1700 20.0293
H -13.3192 7.7238 20.4587
H -14.6797 7.6981 19.2965
C -14.5393 11.6389 36.1269
C -13.8151 10.3818 35.6063
C -14.7268 9.3651 34.8037
C -15.2295 9.8827 33.4797
P -16.0528 8.8653 32.2356
C -16.6660 9.9335 30.7975
C -15.9028 11.1906 30.5650
C -16.5485 12.0568 29.4665
C -17.2251 11.4884 28.2706
C -14.7559 7.5237 31.8248
C -13.4010 8.0529 31.1270
C -12.2851 6.9672 30.9939
C -11.0218 7.5045 30.3562
C -17.3832 7.9106 32.9808
C -18.5887 8.6803 33.6699
C -19.7414 7.7598 34.1823
C -19.3410 7.3403 35.6062
H -15.5930 11.4286 36.3104
H -14.4744 12.4986 35.4600
H -14.1097 11.9814 37.0683
H -13.4463 9.7586 36.4211
H -12.9586 10.7129 35.0191
H -15.5450 8.9721 35.4072
H -14.0595 8.5446 34.5399
H -14.5488 10.5811 32.9930
H -16.0351 10.4556 33.9390
H -17.6465 10.3237 31.0702
H -16.8016 9.2993 29.9214
H -14.8404 10.9951 30.4194
H -16.0198 11.9209 31.3657
H -15.8645 12.8738 29.2366
H -17.4011 12.5144 29.9682
H -17.8145 12.1915 27.6821
H -17.8762 10.6675 28.5711
H -16.4533 11.2203 27.5491
H -15.1055 6.6683 31.2468
H -14.4073 7.0631 32.7492
H -13.0136 8.7167 31.8998
H -13.5938 8.6454 30.2327
H -12.6677 6.2116 30.3079
H -12.1776 6.5076 31.9764
H -11.1561 7.9471 29.3692
H -10.3190 6.6750 30.2771
H -10.5451 8.2888 30.9443
H -16.7429 7.4844 33.7530
H -17.6039 7.1138 32.2705
H -18.9819 9.2925 32.8583
H -18.1631 9.3285 34.4359
H -19.8957 6.8786 33.5596
H -20.7097 8.2545 34.1067
H -19.1893 8.2168 36.2362
H -18.3524 6.8812 35.6002
H -19.9870 6.6486 36.1468
C -19.3831 4.8905 26.7964
F -19.5122 5.6063 27.9576
F -19.3907 5.6309 25.7002
F -18.2401 4.2306 26.8830
S -20.8320 3.5675 26.7311
O -20.7021 2.8635 28.0458
O -22.0553 4.3754 26.6685
O -20.4390 2.7336 25.6047
C -13.0781 6.0039 24.8263
F -12.1079 6.8098 25.0899
F -13.6236 5.6219 25.9610
F -13.9298 6.5724 23.9977
S -12.5388 4.4056 23.9696
O -11.6340 4.7842 22.8699
O -11.8955 3.6254 25.0424
O -13.7207 3.7063 23.4741
```

E_LUMO ... -5.08 eV
Charge ... +2

Results of the Löwdin charge analysis, in e, for atoms 1 through 6:
1. C 0.04
2. C -0.34
3. O 0.18
4. N 0.13
5. H 0.17
6. H 0.18

(4)
The following is a DFT calculation (the ωB97M-V functional and the def2-TZVPD basis) of a gas-phase ion, C4H6N5 (charge +1) at a distorted geometry.

XYZ file:
```
15
Properties=species:S:1:pos:R:3
C -1.8502 -0.8527 0.2913
C -0.6158 -0.0599 -0.3486
C 0.6372 0.3586 0.5013
C 1.8042 -0.4184 0.9115
N -2.8108 -1.2941 0.7443
N 0.5227 1.6098 0.7933
N -0.5697 2.1137 0.2818
N -1.1989 1.2879 -0.4454
N -0.1088 -0.8808 -1.3839
H 1.8858 -1.4664 0.8612
H 1.8505 -0.1878 2.0268
H 2.8409 0.0235 0.5882
H -2.0021 1.5147 -0.9128
H -0.8789 -1.3461 -1.9654
H 0.4938 -0.4021 -1.9435
```

Structure (SMILES) ... CC1=NN=[NH+][C@]1(N)C#N
E_LUMO ... -7.24 eV
Charge ... +1

Results of the Löwdin charge analysis, in e, for atoms 1 through 6:
1. C -0.07
2. C -0.36
3. C -0.17
4. C 0.02
5. N 0.21
6. N 0.13

(5)
The following is a DFT calculation (the ωB97M-V functional and the def2-TZVPD basis) of a molecular structure, C3H3O4Sm at a distorted geometry.

XYZ file:
```
11
Properties=species:S:1:pos:R:3
C -0.1436 2.0949 -1.0724
C -0.5288 0.7568 -0.8844
H -1.5120 0.2783 -0.8832
Sm 1.9689 3.6441 -0.6943
O -0.6336 1.9774 -2.2778
O 0.4887 -0.2036 0.0681
C 0.3072 -1.2463 0.7488
O -0.8345 -1.7405 1.0920
O 1.3542 -1.7748 1.2827
H -1.6100 -1.2812 0.7331
H 1.1435 -2.5052 1.8874
```

2S+1 ... 8
E_LUMO (alpha / beta) ... -9.03 / -8.84 eV
Charge ... +2

Results of the Löwdin charge analysis, in e, for atoms 1 through 6:
1. C -0.39
2. C 0.06
3. H 0.13
4. Sm 1.76
5. O -0.02
6. O 0.08

The calculation returns the following energy above the lowest of the compared OMol25 structures with the same formula, charge and spin values, one per record and in order: 115.7 68.3 10.0 92.6 33.9 kcal per mole.